Below is a molecular structure, C38H40N4O6P2RuS2 in a non-equilibrium geometry, with properties calculated with the ωB97M-V functional and the def2-TZVPD basis.

Cartesian coordinates (Å):
Ru1 0.26 -7.28 19.77
C1 3.33 -9.18 20.88
P1 2.33 -7.67 21.10
C2 3.48 -6.32 20.62
C3 2.35 -7.57 22.92
C4 3.01 -6.50 23.53
C5 3.00 -6.28 24.92
C6 2.39 -7.22 25.75
C7 1.82 -8.34 25.14
C8 1.78 -8.52 23.76
P2 0.86 -10.03 23.32
C9 -0.55 -10.08 24.46
C10 1.91 -11.44 23.79
H1 4.03 -9.35 21.70
H2 3.92 -9.08 19.97
H3 2.77 -10.07 20.72
H4 4.45 -6.42 21.09
H5 3.04 -5.34 20.81
H6 3.61 -6.37 19.53
H7 3.49 -5.75 22.91
H8 3.46 -5.38 25.29
H9 2.40 -7.07 26.80
H10 1.47 -9.09 25.85
H11 -1.24 -9.28 24.27
H12 -0.21 -10.05 25.51
H13 -1.11 -11.00 24.30
H14 2.08 -11.43 24.88
H15 2.85 -11.41 23.22
H16 1.33 -12.29 23.51
C11 -1.14 -6.61 23.25
N1 -1.35 -6.91 21.84
C12 -2.55 -6.82 21.37
C13 -2.84 -6.96 20.00
C14 -4.02 -6.98 19.26
C15 -3.70 -7.29 17.96
C16 -2.30 -7.42 17.91
N2 -1.79 -7.17 19.12
C17 -0.74 -5.15 23.47
C18 0.22 -4.50 22.66
C19 0.54 -3.17 22.89
C20 -0.08 -2.46 23.95
C21 -1.04 -3.06 24.72
C22 -1.32 -4.41 24.50
H17 -0.36 -7.26 23.63
H18 -2.03 -6.80 23.88
H19 -3.40 -6.67 22.05
H20 -5.00 -6.79 19.64
H21 -4.33 -7.38 17.09
H22 -1.61 -7.63 17.09
H23 0.72 -5.06 21.89
H24 1.25 -2.68 22.24
H25 0.16 -1.40 24.15
H26 -1.62 -2.49 25.46
H27 -2.11 -4.87 25.08
C23 -1.24 -12.02 13.68
C24 -0.34 -11.19 14.54
C25 1.01 -10.98 14.20
C26 1.83 -10.27 15.06
C27 1.30 -9.80 16.24
C28 -0.03 -9.98 16.58
C29 -0.84 -10.65 15.70
S1 2.30 -9.21 17.56
O1 3.71 -9.32 17.22
O2 1.90 -10.06 18.67
N3 1.86 -7.76 18.01
C30 2.29 -6.65 17.15
C31 3.11 -6.72 16.05
C32 3.47 -5.55 15.38
C33 3.05 -4.30 15.83
C34 2.17 -4.20 16.90
C35 1.70 -2.93 17.38
C36 0.92 -2.96 18.54
C37 0.55 -4.12 19.16
N4 0.96 -5.35 18.73
C38 1.79 -5.39 17.63
H28 -0.75 -12.82 13.14
H29 -1.75 -11.39 12.94
H30 -2.02 -12.47 14.31
H31 1.41 -11.43 13.29
H32 2.89 -10.14 14.83
H33 -0.39 -9.61 17.54
H34 -1.87 -10.78 15.98
H35 3.40 -7.68 15.68
H36 4.14 -5.67 14.54
H37 3.43 -3.40 15.37
H38 1.87 -1.98 16.88
H39 0.48 -2.04 18.93
H40 -0.13 -4.18 20.00
O3 -0.14 -12.48 21.01
S2 -0.87 -11.25 21.10
O4 -1.16 -10.49 19.93
O5 0.42 -10.16 21.87
O6 -1.87 -11.27 22.13

The charge is -1. For the energy above the lowest of the compared OMol25 structures with the same formula, charge and spin, the calculation gives 0.00 kJ/mol. The value obtained for the HOMO energy (alpha / beta) is -1.79 / -4.24 eV. Its spin multiplicity is 6. The expectation value of S² is 8.7799.

***

Below is a molecular structure, C29H41AsGe2N3S3SeW, with properties calculated with the ωB97M-V functional and the def2-TZVPD basis.

Cartesian coordinates (Å):
W1 -0.13 0.24 -0.64
C1 -0.90 0.37 3.52
Ge1 -0.91 1.25 1.76
C2 0.39 2.74 1.94
C3 -2.77 1.79 1.45
Ge2 -0.29 -1.61 1.37
C4 1.33 -2.07 2.28
C5 1.29 -2.35 3.65
C6 2.42 -2.81 4.30
C7 3.60 -3.00 3.58
C8 3.65 -2.74 2.22
C9 2.52 -2.27 1.57
C10 -1.99 -2.33 1.81
C11 -3.21 -1.76 1.43
C12 -4.40 -2.33 1.84
C13 -4.38 -3.48 2.63
C14 -3.18 -4.06 3.00
C15 -1.98 -3.48 2.61
H1 -1.17 1.20 4.18
H2 0.08 0.01 3.84
H3 -1.66 -0.40 3.65
H4 -0.24 3.63 2.02
H5 1.09 2.88 1.13
H6 0.92 2.61 2.88
H7 -2.86 2.78 1.92
H8 -3.41 1.09 1.98
H9 -3.09 1.86 0.41
H10 0.37 -2.24 4.22
H11 2.39 -3.04 5.35
H12 4.48 -3.38 4.09
H13 4.56 -2.91 1.67
H14 2.57 -2.08 0.50
H15 -3.23 -0.85 0.82
H16 -5.34 -1.87 1.57
H17 -5.32 -3.92 2.96
H18 -3.17 -4.95 3.61
H19 -1.05 -3.94 2.91
S1 0.56 2.43 -1.58
C16 -0.56 3.74 -1.90
N1 -0.09 4.77 -2.55
C17 -0.94 5.97 -2.63
C18 -2.36 5.49 -2.34
S2 -2.17 3.94 -1.38
H20 0.87 4.79 -2.89
H21 -0.86 6.41 -3.63
H22 -0.58 6.70 -1.90
H23 -2.93 5.26 -3.23
H24 -2.92 6.21 -1.73
C19 2.72 -0.13 -2.97
N2 2.96 0.28 -1.59
C20 2.04 0.43 -0.63
Se1 0.22 -2.03 -1.04
N3 2.70 0.78 0.50
C21 4.07 0.81 0.27
C22 5.15 1.07 1.11
C23 6.40 1.01 0.53
C24 6.57 0.69 -0.84
C25 5.50 0.42 -1.66
C26 4.24 0.49 -1.07
H25 1.65 -0.05 -3.19
H26 3.05 -1.16 -3.12
H27 3.26 0.53 -3.64
H28 2.27 0.94 1.40
H29 5.03 1.32 2.16
H30 7.28 1.21 1.12
H31 7.57 0.65 -1.24
H32 5.64 0.16 -2.70
C27 -3.17 -2.87 -2.11
As1 -2.87 -1.28 -3.13
C28 -4.55 -0.53 -3.68
C29 -1.75 -1.64 -4.65
S3 -1.96 0.50 -2.09
H33 -3.86 -3.46 -2.72
H34 -3.63 -2.63 -1.16
H35 -2.25 -3.44 -1.97
H36 -5.00 -1.21 -4.40
H37 -4.38 0.44 -4.14
H38 -5.20 -0.43 -2.81
H39 -2.28 -2.38 -5.26
H40 -0.81 -2.06 -4.31
H41 -1.60 -0.73 -5.21

The charge is +4. For the energy above the lowest of the compared OMol25 structures with the same formula, charge and spin, the calculation gives 138.89 kJ/mol. The value obtained for the HOMO energy (alpha / beta) is -18.58 / -18.58 eV. Its spin multiplicity is 2. The expectation value of S² is 0.7651.

***

Below is a molecular structure, C36H32As2NSSr in a non-equilibrium geometry, with properties calculated with the ωB97M-V functional and the def2-TZVPD basis.

Cartesian coordinates (Å):
Sr1 -1.27 -1.27 -0.99
C1 1.67 -0.62 2.40
C2 2.62 -1.19 1.34
As1 2.09 -1.02 -0.49
C3 2.77 0.74 -1.15
C4 3.18 0.94 -2.51
C5 3.78 2.16 -2.90
C6 3.93 3.17 -1.94
C7 3.50 3.00 -0.66
C8 2.92 1.77 -0.26
C9 3.47 -2.15 -1.21
C10 3.15 -3.27 -1.97
C11 4.12 -4.12 -2.50
C12 5.42 -3.80 -2.36
C13 5.78 -2.67 -1.61
C14 4.83 -1.87 -1.02
As2 -0.08 -0.24 1.75
C15 -1.00 -2.00 1.86
C16 -0.55 -3.10 1.15
C17 -1.27 -4.27 1.01
C18 -2.53 -4.26 1.67
C19 -2.96 -3.24 2.44
C20 -2.21 -2.09 2.54
C21 -0.96 0.67 3.18
C22 -1.92 1.59 2.74
C23 -2.78 2.16 3.65
C24 -2.52 1.96 4.99
C25 -1.59 1.07 5.44
C26 -0.87 0.31 4.54
H1 2.01 0.26 2.87
H2 1.56 -1.33 3.22
H3 2.73 -2.25 1.56
H4 3.55 -0.70 1.55
H5 3.20 0.14 -3.23
H6 4.25 2.38 -3.83
H7 4.49 4.05 -2.18
H8 3.73 3.72 0.10
H9 2.62 1.68 0.83
H10 2.10 -3.53 -2.17
H11 3.72 -5.07 -2.92
H12 6.25 -4.39 -2.85
H13 6.84 -2.41 -1.43
H14 5.15 -1.09 -0.44
H15 0.44 -3.19 0.75
H16 -0.93 -5.05 0.35
H17 -3.13 -5.16 1.57
H18 -3.83 -3.16 3.03
H19 -2.48 -1.30 3.23
H20 -1.97 1.89 1.67
H21 -3.53 2.86 3.42
H22 -2.96 2.55 5.76
H23 -1.40 1.01 6.50
H24 -0.13 -0.47 4.84
C27 -0.14 1.09 -3.10
C28 -1.47 1.68 -2.81
C29 -1.83 2.89 -3.38
C30 -3.12 3.36 -3.18
C31 -3.93 2.71 -2.22
C32 -5.08 3.32 -1.68
C33 -5.78 2.65 -0.76
C34 -5.49 1.34 -0.37
C35 -4.37 0.71 -0.82
S1 -3.99 -0.98 -0.29
C36 -3.52 1.46 -1.70
N1 -2.20 1.04 -1.91
H25 0.36 0.84 -2.16
H26 0.49 1.85 -3.57
H27 -0.15 0.21 -3.72
H28 -1.19 3.43 -4.07
H29 -3.49 4.30 -3.64
H30 -5.36 4.33 -1.94
H31 -6.62 3.16 -0.33
H32 -6.13 0.81 0.30

The charge is +1. The value obtained for the HOMO energy is -9.49 eV. Its spin multiplicity is 1.

***

Below is 10 unconnected molecules or ions with the total composition H20O10 in a non-equilibrium geometry, with properties calculated with the ωB97M-V functional and the def2-TZVPD basis.

Cartesian coordinates (Å):
O1 -0.89 0.12 0.22
H1 -0.04 -0.31 0.13
H2 -0.77 0.98 -0.19
O2 1.78 -0.77 2.27
H3 0.84 -0.89 2.40
H4 2.18 -1.13 3.06
O3 0.60 -3.00 -0.01
H5 1.37 -2.69 0.47
H6 0.96 -3.39 -0.81
O4 -2.01 -2.42 -0.04
H7 -1.16 -2.86 0.06
H8 -1.78 -1.50 -0.19
O5 1.24 -0.39 -2.02
H9 1.84 -1.11 -2.19
H10 0.51 -0.54 -2.61
O6 -1.07 3.52 0.56
H11 -1.51 3.03 -0.14
H12 -0.27 3.03 0.74
O7 3.52 0.23 -0.19
H13 2.89 -0.36 0.22
H14 4.28 0.20 0.39
O8 -4.22 -0.88 0.58
H15 -4.95 -0.27 0.55
H16 -3.44 -0.32 0.46
O9 -1.33 1.98 -1.75
H17 -1.88 1.30 -2.15
H18 -1.18 2.61 -2.45
O10 1.20 2.18 0.78
H19 1.32 1.66 1.58
H20 1.98 1.99 0.26

For the energy above the lowest of the compared OMol25 structures with the same formula, charge and spin, the calculation gives 274.32 kJ/mol. The value obtained for the HOMO energy is -9.97 eV. Its spin multiplicity is 1. The SMILES is O.O.O.O.O.O.O.O.O.O.

***

Below is C4HNO3 in the gas phase in a non-equilibrium geometry, with properties calculated with the ωB97M-V functional and the def2-TZVPD basis.

Cartesian coordinates (Å):
C1 -2.07 -0.13 -0.01
C2 0.08 0.15 -0.30
C3 1.51 -0.21 -0.22
C4 2.79 -0.26 0.30
H1 3.74 -0.46 0.20
N1 -0.27 1.29 -0.10
O1 -3.09 -0.82 0.09
O2 -1.85 1.22 0.14
O3 -0.84 -0.78 -0.10

For the energy above the lowest of the compared OMol25 structures with the same formula, charge and spin, the calculation gives 483.49 kJ/mol. The value obtained for the HOMO energy is -10.99 eV. Its spin multiplicity is 1. The SMILES is C#Cc1noc(=O)o1.

***

E, record by record: -101130.99537, -308719.24374, -172684.40215, -20799.76949, -11790.54276 eV